A molecular structure, C48H39Cl2N6O6PS2W, computed with ωB97M-V/def2-TZVPD.

Each line ends with the Mulliken charge.
Positions of all 105 atoms, in Å:
W -0.23087 -1.09963 -0.12526  0.074
Cl 1.27990 -7.91869 0.80962  -0.233
C 0.45754 -6.47617 0.30988  -0.002
C 1.12764 -5.26636 0.40553  -0.643
C 0.49449 -4.09317 0.01762  -0.417
N 1.05161 -2.80221 0.07187  1.106
C 2.39571 -2.66707 0.06997  0.375
O 3.25733 -3.53929 0.09398  -0.805
C 2.80110 -1.24067 0.04463  1.189
C 4.22859 -0.92755 -0.02396  -1.284
C 4.66901 0.32313 0.04612  -1.344
C 3.71610 1.45753 0.20052  0.123
C 2.23861 1.02362 0.02022  0.181
N 1.84999 -0.38459 0.09146  0.668
C -0.82889 -4.12588 -0.43130  0.172
C -1.48196 -5.34666 -0.55436  -1.151
C -0.83489 -6.51598 -0.18419  0.082
Cl -1.68622 -8.01606 -0.35049  -0.228
N -1.39105 -2.85636 -0.64062  0.991
C -2.68574 -2.75193 -1.02890  0.268
O -3.42665 -3.62457 -1.45195  -0.822
C -3.22673 -1.38970 -0.77015  0.476
C -4.57023 -1.13795 -0.97827  -0.852
C -5.08601 0.09123 -0.62394  -0.984
C -4.22251 1.02305 -0.06654  -1.118
C -2.89164 0.70183 0.09249  -0.321
N -2.37842 -0.49285 -0.25142  0.948
H 2.14056 -5.25405 0.76633  0.643
H 4.88255 -1.78246 -0.11723  0.587
H 5.72999 0.54294 0.00936  0.430
H 3.92223 2.01629 1.11740  0.607
H 1.58996 1.61280 0.65718  -1.035
H -2.48619 -5.39466 -0.93659  0.773
H -5.16185 -1.93573 -1.40331  0.639
H -6.13356 0.31976 -0.76774  0.471
H -4.56284 2.00364 0.23309  0.589
H -2.20497 1.41946 0.50837  0.434
O -0.02059 -2.97584 -3.97122  -0.799
S -0.31481 -1.71834 -3.35887  1.632
O 0.51932 -1.49109 -2.11254  -0.440
O -1.69678 -1.35842 -3.13631  -0.573
C 0.29865 -0.41515 -4.37427  0.131
C 0.74683 -0.66902 -5.65777  -0.565
C 1.12677 0.39287 -6.46476  -0.692
C 1.04348 1.69119 -5.98254  -0.760
C 0.60058 1.93209 -4.68969  -0.535
C 0.22156 0.87882 -3.86236  -0.340
P -0.31996 1.24020 -2.12547  2.136
C -1.83516 2.21686 -2.41439  0.574
C -2.18047 3.35114 -1.68159  0.381
C -3.39457 3.98744 -1.89450  -1.263
C -4.29302 3.48212 -2.82164  -0.648
C -3.96936 2.33741 -3.53753  -0.801
C -2.74935 1.71014 -3.34085  -0.888
C 1.02469 2.39591 -1.73262  -0.368
C 2.25140 1.59961 -1.40546  -1.099
C 3.56838 2.34783 -1.07414  0.270
C 3.37715 3.81323 -0.83869  -1.369
C 2.23051 4.43295 -1.11317  -0.805
C 1.03788 3.72309 -1.60550  0.262
H 0.78900 -1.69286 -6.00363  0.614
H 1.48274 0.20699 -7.46932  0.414
H 1.32847 2.52365 -6.61242  0.436
H 0.55337 2.94937 -4.32191  0.439
H -1.51368 3.74545 -0.92660  -0.237
H -3.64011 4.87496 -1.32505  0.447
H -5.24184 3.97646 -2.98457  0.408
H -4.66821 1.92844 -4.25541  0.457
H -2.51465 0.80703 -3.88909  0.426
H 2.41351 0.80075 -2.13425  0.399
H 4.36984 2.18936 -1.80073  0.597
H 4.22453 4.37719 -0.46483  0.389
H 2.14745 5.50116 -0.95540  0.477
H 0.15768 4.31390 -1.82560  0.581
C -0.79595 -3.92960 4.98186  -1.159
C 0.45087 -3.42344 4.27471  -0.476
N 0.51165 -1.96124 4.22719  0.321
C 1.17940 -1.30140 5.35191  -0.656
C 2.64180 -1.01018 5.05484  -1.008
C 0.00581 -1.25432 3.22181  0.489
S -0.94230 -2.04728 2.03141  -0.560
N 0.20943 0.08098 3.28404  -0.287
C -0.08560 0.90645 2.31178  -0.499
O -0.33739 0.63916 1.08209  0.478
C -0.12260 2.35893 2.66468  0.554
C 0.07849 2.78682 3.97539  -0.469
C 0.05235 4.13778 4.27834  -0.743
C -0.16939 5.07614 3.27694  -0.744
C -0.36777 4.65561 1.97007  -0.736
C -0.34773 3.30318 1.67027  0.823
H -0.78063 -5.01823 5.02697  0.425
H -1.69028 -3.62228 4.44075  0.265
H -0.85437 -3.54605 6.00191  0.355
H 0.49492 -3.80472 3.25532  0.085
H 1.35151 -3.75592 4.79393  0.518
H 1.08604 -1.97140 6.20755  0.493
H 0.64260 -0.38417 5.58281  0.327
H 3.18003 -1.92650 4.80828  0.329
H 3.12113 -0.55747 5.92313  0.398
H 2.72249 -0.32229 4.21366  0.170
H 0.25781 2.04889 4.74361  0.521
H 0.20728 4.46299 5.29854  0.444
H -0.18381 6.13134 3.51643  0.405
H -0.53427 5.38046 1.18302  0.488
H -0.48445 2.96582 0.65199  -0.423

## Properties
* 2S+1: 1
* M: 1145.730 g/mol
* E_HOMO (alpha / beta): -7.0 / -7.0 eV
* total charge: 0
* energy relative to the best compared isomer or geometry (same formula, charge and spin): 46.0 kcal per mole
* gap between HOMO and LUMO (alpha / beta): 6.449 / 6.448 eV
* E_LUMO (alpha / beta): -0.56 / -0.56 eV
* calculated total energy: -4757.8692 Eh


A molecular structure, C39H116BO19V in a non-equilibrium geometry, computed with ωB97M-V/def2-TZVPD.

Each line ends with the Mulliken charge.
Positions of all 176 atoms, in Å:
O 1.83881 1.02732 -0.51580  -0.256
V 0.53960 0.30094 -1.04254  0.188
O -0.52548 1.47210 -1.47569  -0.076
B -0.30511 -0.19854 1.06156  9.517
H -0.73758 -0.67196 1.92937  -1.259
H 0.51696 -0.75964 0.64489  -1.410
H -1.06628 -0.09422 0.30394  -1.967
H 0.01872 0.78763 1.35627  -0.948
C -4.59670 4.37325 0.18593  -0.511
O -3.26954 4.16569 0.25324  -0.414
H -5.05182 4.15376 1.15174  0.178
H -4.87012 5.40804 -0.02037  0.359
H -5.06550 3.76506 -0.58766  0.022
H -3.03486 3.34118 0.68534  0.124
C -3.87666 0.22869 5.67880  -0.732
O -3.76660 1.01469 4.50129  -0.469
H -4.93309 0.17660 5.94214  0.281
H -3.48328 -0.78219 5.57167  0.202
H -3.38540 0.75158 6.49938  0.288
H -2.84640 1.01949 4.22777  0.298
C -3.90854 0.81290 1.32342  -0.866
O -2.72692 1.57063 1.20554  0.475
H -4.73365 1.37337 1.76293  0.347
H -4.25621 0.58150 0.31660  0.115
H -3.69927 -0.17220 1.74040  0.187
H -2.03304 0.94065 0.99758  -0.941
C 2.46766 2.27010 2.22325  -0.760
O 3.75995 1.75254 2.18403  -0.489
H 2.35128 2.65032 1.20836  0.417
H 1.66851 1.54850 2.39280  0.085
H 2.45217 3.10064 2.92899  0.609
H 4.35902 2.41716 1.83620  0.228
C 3.05822 -1.80988 -0.55401  -1.973
O 1.82429 -1.75917 -1.25365  1.163
H 2.90047 -2.00930 0.50592  0.326
H 3.72162 -2.58119 -0.94527  0.656
H 3.56638 -0.85017 -0.64797  0.323
H 1.40347 -2.61617 -1.15338  -0.854
C -0.64813 2.08267 3.88323  -0.459
O -0.90653 0.69597 3.95395  -0.744
H 0.37511 2.38130 4.11102  0.215
H -0.90457 2.39860 2.87203  -0.093
H -1.32011 2.52201 4.62047  0.592
H -0.75732 0.30027 3.09211  -0.602
C 3.28030 0.97624 -4.31496  -1.393
C 1.91080 1.42243 -3.90879  1.072
C 1.06589 1.99858 -4.98095  -1.533
O 1.14098 0.33485 -3.40296  0.467
H 3.26007 0.40533 -5.24327  0.201
H 3.76444 0.38484 -3.53782  0.168
H 3.92569 1.83162 -4.51467  0.446
H 1.99914 2.12353 -3.07888  0.361
H 1.38545 3.00818 -5.23915  0.481
H 0.03408 2.07446 -4.63787  0.222
H 1.03114 1.35113 -5.85714  0.274
H 0.76496 -0.20169 -4.10462  -0.847
C 2.10920 -6.57037 0.28387  -1.324
C 2.42704 -5.17806 -0.46429  0.531
C 3.01949 -5.32014 -1.84217  -1.217
O 1.16176 -4.53531 -0.66033  0.347
H 3.02903 -7.15473 0.30734  0.444
H 1.35570 -7.14960 -0.24982  0.209
H 1.82817 -6.43191 1.32788  0.296
H 3.14427 -4.54707 0.06062  0.248
H 4.00135 -5.78770 -1.91596  0.550
H 3.29127 -4.38427 -2.33042  0.099
H 2.35702 -5.85803 -2.52033  0.191
H 0.87155 -4.23276 0.20329  -0.178
C 3.06183 -1.65453 3.56493  -0.481
C 2.65344 -0.57011 4.60700  1.779
C 2.37906 -0.95559 6.06457  -1.718
O 3.63205 0.38658 4.70128  -0.716
H 3.97528 -2.17863 3.84604  0.507
H 3.16180 -1.26056 2.55355  -0.224
H 2.31515 -2.44861 3.56040  0.032
H 1.75814 -0.01979 4.31771  -0.684
H 1.44026 -1.49977 6.16765  0.280
H 2.22181 -0.10800 6.73164  0.406
H 3.19649 -1.55543 6.46469  0.411
H 3.69883 0.82782 3.85131  0.267
C -4.05606 7.07159 2.85926  -1.172
C -4.46594 5.87194 3.69510  0.423
C -3.32107 4.91193 3.96840  -0.977
O -4.91721 6.32208 4.97450  -0.559
H -4.79345 7.87287 2.90721  0.376
H -3.81380 6.86254 1.81729  0.199
H -3.08296 7.41255 3.21270  0.325
H -5.24525 5.31001 3.18030  0.150
H -2.44020 5.38831 4.39879  0.404
H -2.97976 4.38928 3.07484  0.155
H -3.53733 4.16934 4.73644  0.376
H -5.67870 6.87189 4.77592  0.340
C -0.69970 -3.29412 3.79025  -1.525
C -0.93112 -3.71460 2.33896  0.953
C -2.33057 -3.38151 1.81434  -1.411
O 0.07078 -3.16313 1.56434  -0.383
H -1.38797 -3.81294 4.45750  0.537
H -0.85137 -2.23950 4.02016  0.021
H 0.30641 -3.56143 4.11333  0.322
H -0.84658 -4.80128 2.34761  0.588
H -2.60820 -3.75225 0.82764  0.063
H -2.50233 -2.30566 1.78026  -0.017
H -3.05621 -3.79776 2.51312  0.557
H -0.08046 -2.21522 1.57795  -1.641
C 2.30013 6.52953 1.96304  -1.373
C 0.92506 6.22432 1.30371  0.590
C -0.03963 5.32878 2.16729  0.203
O 0.30630 7.48119 0.92780  -0.622
H 2.21381 6.95498 2.96287  0.361
H 2.84074 7.30721 1.42354  0.395
H 2.93633 5.65036 2.06502  0.232
H 1.07870 5.74466 0.33706  0.159
H 0.38786 4.32646 2.19369  -0.447
H -1.00276 5.22050 1.66853  -0.093
H -0.21509 5.66449 3.18935  0.296
H -0.52067 7.34086 0.46086  0.306
C -2.85005 -1.24059 -3.75023  -1.082
C -2.39142 -0.94409 -2.33176  1.533
C -3.15702 -1.70013 -1.23511  -0.698
O -1.05147 -1.28863 -2.10558  2.693
H -2.52470 -0.58488 -4.55788  0.176
H -3.93969 -1.21827 -3.76737  0.503
H -2.49644 -2.22126 -4.06857  -0.519
H -2.65769 0.09682 -2.14816  -0.784
H -2.74559 -1.44216 -0.25926  -0.500
H -3.04254 -2.76156 -1.45502  0.230
H -4.21529 -1.45359 -1.32099  0.520
H -1.10389 -2.23581 -2.25288  -1.258
C 7.04891 -1.34843 2.12906  -1.536
C 6.27581 -1.07889 0.81445  1.762
C 6.38081 0.38536 0.28943  -1.007
O 6.75332 -1.91516 -0.18851  -0.554
H 6.75348 -0.76079 2.99826  0.326
H 8.09681 -1.09035 1.97612  0.417
H 7.00623 -2.41463 2.35152  0.363
H 5.19523 -1.17814 0.91745  -0.870
H 5.68800 0.53527 -0.53860  0.260
H 7.42005 0.61867 0.05783  0.452
H 6.05438 1.15639 0.98733  0.030
H 7.63500 -1.63372 -0.44351  0.390
C -0.83050 -6.64850 -2.35027  -1.232
C -1.01338 -5.36898 -3.15677  1.121
C -2.28422 -5.39140 -3.95988  -1.610
O -0.85918 -4.21774 -2.40125  -0.010
H -1.43784 -6.75430 -1.45136  0.292
H 0.21467 -6.87419 -2.13863  0.098
H -1.09960 -7.54800 -2.90396  0.479
H -0.23502 -5.29525 -3.91625  -0.007
H -2.43428 -4.41314 -4.41659  0.223
H -3.10397 -5.56135 -3.26187  0.385
H -2.35263 -6.05155 -4.82453  0.420
H -0.16612 -4.44321 -1.77641  -0.336
C -2.69848 3.72920 -3.78993  -1.416
C -3.41629 2.42834 -3.97405  2.062
C -4.41816 2.07407 -2.85522  -0.841
O -4.18939 2.54683 -5.13414  -0.631
H -2.05961 3.92305 -4.65153  0.351
H -2.02555 3.69805 -2.93302  0.188
H -3.36697 4.57205 -3.61432  0.385
H -2.67262 1.63614 -4.06049  -1.129
H -5.17674 2.83613 -2.67656  0.610
H -3.91998 1.96405 -1.89198  -0.294
H -4.94542 1.13859 -3.04223  0.308
H -4.93557 3.11635 -4.93300  0.403
C 1.82103 -2.60035 -6.93999  -1.638
C 0.97805 -2.57090 -5.64415  0.794
C 1.88898 -2.82217 -4.44439  -1.340
O 0.41408 -1.29933 -5.44535  -0.457
H 1.19983 -2.48434 -7.82811  0.398
H 2.38294 -3.53172 -7.01000  0.405
H 2.61099 -1.85279 -7.01226  0.303
H 0.09609 -3.21117 -5.62686  0.208
H 2.38682 -3.79136 -4.41358  0.575
H 1.37882 -2.68813 -3.49052  -0.044
H 2.73191 -2.15641 -4.25906  0.463
H -0.32359 -1.16003 -6.04372  0.205

## Properties
* 2S+1: 1
* M: 951.094 g/mol
* E_HOMO: -9.4 eV
* total charge: 0
* gap between HOMO and LUMO: 8.786 eV
* E_LUMO: -0.56 eV
* calculated total energy: -3953.7094 Eh


5 unconnected molecules or ions with the total composition C20H55N5O5 in a non-equilibrium geometry, computed with ωB97M-V/def2-TZVPD.

Each line ends with the Mulliken charge.
Positions of all 85 atoms, in Å:
C 21.16524 8.16026 -8.14422  -0.835
O 20.34100 7.15429 -8.65414  -0.251
C 19.83095 6.33565 -7.57588  -0.830
C 18.70045 5.24288 -7.89050  0.665
C 17.52003 5.81101 -8.50245  -1.529
N 18.31205 4.27488 -6.86326  -0.718
H 21.95925 7.92785 -7.43455  0.315
H 20.50691 8.95293 -7.78872  0.348
H 21.74393 8.73888 -8.86423  0.280
H 20.62138 5.83937 -7.01282  0.378
H 19.44372 7.00931 -6.81145  0.385
H 19.09029 4.61859 -8.69447  0.199
H 16.78644 5.02359 -8.67539  0.428
H 17.60216 6.25855 -9.49294  0.294
H 17.06170 6.55616 -7.85222  0.333
H 17.66335 3.64033 -7.30668  0.280
H 17.74636 4.68566 -6.13432  0.259
C 13.32912 2.44193 -13.96541  -0.747
O 13.44632 3.51077 -14.86497  -0.323
C 12.97478 4.79840 -14.28885  -0.886
C 13.52490 6.06526 -15.04511  0.288
C 13.20140 6.08168 -16.51859  -1.243
N 14.95210 6.09206 -14.87933  -0.704
H 12.29049 2.30974 -13.66229  0.291
H 13.90535 2.69040 -13.07416  0.317
H 13.66947 1.47468 -14.33514  0.243
H 11.89814 4.68299 -14.16385  0.489
H 13.18223 4.84746 -13.21990  0.458
H 13.08587 6.93413 -14.55479  0.276
H 13.48751 6.96927 -17.08287  0.367
H 12.14404 5.88053 -16.69074  0.318
H 13.76123 5.20099 -16.83336  0.300
H 15.31055 6.78261 -15.52334  0.267
H 15.25976 5.18232 -15.19208  0.289
C 24.82820 7.18522 -15.68683  -0.756
O 23.60982 6.44637 -15.89615  -0.268
C 22.47499 7.10467 -15.54523  -0.822
C 22.09976 7.03054 -14.07655  0.583
C 22.03166 5.58345 -13.46546  -1.322
N 20.79551 7.69948 -13.81640  -0.689
H 25.65480 6.55194 -16.00897  0.235
H 24.91705 7.33797 -14.61125  0.304
H 24.79544 8.16768 -16.15780  0.322
H 22.49540 8.17830 -15.73229  0.373
H 21.72696 6.63441 -16.18352  0.359
H 22.82247 7.61065 -13.50274  0.153
H 22.85798 4.91253 -13.70035  0.340
H 21.04267 5.15146 -13.61836  0.310
H 22.19013 5.73928 -12.39836  0.368
H 20.03681 7.34553 -14.38137  0.260
H 20.59448 7.46104 -12.85576  0.248
C 20.68501 16.92843 -20.19105  -0.715
O 21.84678 16.10223 -20.27316  -0.285
C 22.36368 15.45606 -19.09322  -0.536
C 23.48397 14.44203 -19.58830  0.303
C 23.84850 13.47731 -18.52955  -1.461
N 24.69990 15.08524 -20.04248  -0.660
H 20.44354 17.38578 -21.15055  0.237
H 20.71271 17.74658 -19.47136  0.285
H 19.91699 16.21156 -19.90065  0.292
H 23.01474 16.15895 -18.57345  0.198
H 21.59702 15.05815 -18.42839  0.427
H 23.14681 13.96343 -20.50774  0.367
H 24.45924 13.92134 -17.74345  0.335
H 24.46120 12.68919 -18.96724  0.335
H 23.06366 13.03024 -17.91943  0.367
H 25.09169 15.60530 -19.27038  0.239
H 24.50307 15.59266 -20.89329  0.271
C 24.44134 -0.90480 -21.17796  -0.741
O 24.17832 0.19056 -20.32147  -0.296
C 23.56425 1.33841 -20.93734  -0.623
C 23.28702 2.30772 -19.76086  0.505
C 22.12511 1.91305 -18.80173  -1.329
N 23.15517 3.72674 -20.04098  -0.741
H 25.18220 -0.58010 -21.90857  0.278
H 23.55476 -1.32970 -21.64861  0.306
H 24.68022 -1.72928 -20.50618  0.256
H 24.32788 1.74413 -21.60094  0.344
H 22.64079 1.07901 -21.45505  0.327
H 24.20124 2.35534 -19.16924  0.236
H 22.36431 0.95874 -18.33250  0.335
H 21.10294 1.88257 -19.17906  0.315
H 22.16016 2.59530 -17.95237  0.322
H 24.03384 3.91616 -20.50160  0.272
H 23.04784 4.26406 -19.19254  0.238

## Properties
* 2S+1: 1
* M: 445.690 g/mol
* SMILES: COC[C@H](C)N.COC[C@H](C)N.COC[C@H](C)N.COC[C@H](C)N.COC[C@H](C)N
* E_HOMO: -8.8 eV
* total charge: 0
* energy relative to the best compared isomer or geometry (same formula, charge and spin): 84.4 kcal per mole
* gap between HOMO and LUMO: 9.508 eV
* E_LUMO: 0.68 eV
* calculated total energy: -1444.7606 Eh